# 1
Entry from OMol25: a cluster of 8 separate species, C46H84F24N8O16S8 in total (wB97M-V/def2-TZVPD).

The geometry in XYZ format:
```
186
Properties=species:S:1:pos:R:3:mulliken_charge:R:1
C 18.05 18.58 15.66 -0.525
C 18.88 19.58 14.83 -0.981
C 20.30 19.00 14.63 -0.346
C 21.14 18.67 15.88 -0.203
N 22.48 17.94 15.46 0.637
C 23.31 17.39 16.63 -0.291
C 24.29 16.39 16.04 -1.017
C 23.55 15.76 14.90 -0.609
C 22.29 16.61 14.61 -0.782
C 23.43 18.99 14.76 -1.230
C 23.67 20.34 15.41 0.019
C 24.74 21.10 14.60 -1.444
H 17.05 18.96 15.90 0.342
H 18.42 18.46 16.67 -0.146
H 18.05 17.62 15.14 0.308
H 19.01 20.44 15.48 0.389
H 18.42 19.96 13.92 0.410
H 20.80 19.84 14.15 0.246
H 20.23 18.14 13.96 0.304
H 20.61 17.97 16.53 -0.125
H 21.34 19.50 16.55 0.321
H 23.91 18.19 17.05 0.283
H 22.65 17.01 17.41 0.458
H 25.22 16.85 15.71 0.332
H 24.52 15.59 16.73 0.380
H 24.14 15.73 13.99 0.363
H 23.37 14.69 14.96 0.440
H 22.04 16.79 13.57 0.398
H 21.29 16.38 14.98 0.371
H 23.06 19.21 13.76 0.526
H 24.36 18.45 14.57 0.650
H 23.99 20.19 16.44 0.234
H 22.72 20.86 15.51 0.259
H 25.71 20.60 14.61 0.362
H 24.99 22.08 15.00 0.390
H 24.52 21.15 13.53 0.351
C 20.80 14.97 26.69 -1.360
C 19.53 15.65 27.30 -0.336
C 19.74 16.04 28.70 -0.631
C 20.71 17.29 28.90 -1.098
N 20.48 18.07 30.21 0.215
C 21.65 19.01 30.66 -0.563
C 22.91 18.22 31.07 -0.747
C 22.24 16.87 31.57 -0.619
C 20.68 17.02 31.40 -0.725
C 19.07 18.80 30.29 -0.923
C 18.95 19.91 29.18 -0.230
C 17.66 20.77 29.47 -1.326
H 20.51 14.39 25.82 0.345
H 21.32 14.32 27.40 0.427
H 21.53 15.75 26.48 0.317
H 18.87 14.79 27.34 0.391
H 19.29 16.44 26.58 0.072
H 20.15 15.16 29.19 0.463
H 18.73 16.22 29.07 0.264
H 20.70 18.02 28.09 0.601
H 21.75 16.96 29.01 0.607
H 21.09 19.45 31.48 0.471
H 21.92 19.79 29.95 0.378
H 23.32 18.69 31.97 0.341
H 23.73 18.05 30.37 0.357
H 22.54 16.60 32.59 0.456
H 22.65 16.12 30.89 0.261
H 20.33 17.55 32.28 0.493
H 20.06 16.13 31.32 0.430
H 18.98 19.21 31.29 0.540
H 18.30 18.03 30.20 0.498
H 18.96 19.44 28.19 0.324
H 19.85 20.51 29.22 0.245
H 16.74 20.20 29.47 0.353
H 17.72 21.60 28.76 0.392
H 17.81 21.24 30.44 0.369
C 18.12 16.25 24.23 -1.527
C 17.66 16.27 22.76 2.092
C 16.49 17.29 22.68 -0.690
N 16.05 17.67 21.18 0.470
C 15.44 16.38 20.58 -1.106
C 15.10 18.90 21.20 -0.617
C 15.29 19.51 19.79 -0.772
C 16.83 19.41 19.54 0.336
C 17.28 18.18 20.33 1.302
H 18.69 17.13 24.50 0.221
H 18.71 15.37 24.49 0.102
H 17.25 16.24 24.89 0.492
H 17.50 15.27 22.37 -0.695
H 18.56 16.58 22.23 -0.172
H 16.78 18.25 23.08 -0.127
H 15.62 16.93 23.24 0.668
H 14.99 16.66 19.62 0.780
H 14.60 16.14 21.23 0.215
H 16.19 15.59 20.60 -0.300
H 14.05 18.65 21.37 0.424
H 15.48 19.58 21.96 0.262
H 14.79 19.02 18.95 0.272
H 14.98 20.56 19.80 0.483
H 16.96 19.22 18.48 -0.590
H 17.51 20.23 19.73 0.554
H 17.71 17.38 19.73 -0.714
H 17.95 18.55 21.11 -0.491
C 18.22 12.01 22.90 -1.554
C 17.25 11.84 21.70 0.966
C 17.26 10.37 21.18 -1.376
N 16.38 10.00 19.95 0.596
C 14.97 10.41 20.39 -1.015
C 16.44 8.47 19.67 -0.596
C 16.42 8.28 18.17 -0.734
C 16.26 9.63 17.56 -0.531
C 16.87 10.58 18.58 0.216
H 18.40 13.03 23.23 0.166
H 19.16 11.54 22.61 0.378
H 17.83 11.47 23.77 0.453
H 17.47 12.49 20.85 -0.095
H 16.30 12.21 22.09 0.258
H 16.93 9.86 22.09 0.317
H 18.24 9.99 20.88 0.598
H 14.76 10.10 21.42 0.257
H 14.31 9.99 19.63 0.640
H 15.02 11.50 20.38 0.106
H 15.54 8.14 20.18 0.354
H 17.31 8.02 20.13 0.360
H 15.67 7.55 17.86 0.352
H 17.36 7.80 17.92 0.321
H 15.20 9.86 17.41 0.117
H 16.78 9.69 16.61 0.534
H 16.53 11.61 18.48 -0.553
H 17.96 10.50 18.56 0.518
C 14.67 17.71 12.81 0.571
F 15.97 17.90 12.98 -0.179
F 14.10 17.27 13.98 -0.175
F 14.44 16.76 11.92 -0.242
S 13.66 19.21 12.19 0.931
O 12.21 18.76 12.26 -0.617
O 14.17 19.48 10.86 -0.668
N 14.07 20.28 13.16 -0.422
S 12.83 20.48 14.32 1.054
O 12.16 19.28 14.77 -0.528
O 11.95 21.54 13.96 -0.647
C 13.87 21.08 15.88 0.500
F 13.03 21.63 16.76 -0.207
F 14.80 21.97 15.54 -0.241
F 14.49 19.99 16.39 -0.130
C 16.86 13.79 16.09 0.232
F 17.71 14.13 15.06 -0.221
F 15.70 14.35 15.79 -0.146
F 16.70 12.51 16.14 -0.171
S 17.49 14.39 17.87 0.555
O 17.52 15.85 17.88 0.078
O 16.43 13.91 18.80 -0.408
N 18.97 13.53 18.04 -0.410
S 19.79 14.57 18.78 0.704
O 20.32 15.68 17.95 -0.438
O 19.25 15.07 20.10 -0.318
C 21.39 13.44 18.98 0.278
F 22.32 14.14 19.60 -0.196
F 21.05 12.43 19.76 -0.178
F 21.81 13.04 17.78 -0.199
C 9.62 16.09 20.81 0.532
F 9.72 17.05 21.75 -0.209
F 8.57 15.32 21.09 -0.218
F 9.43 16.61 19.62 -0.201
S 11.23 15.00 20.85 1.004
O 12.28 16.04 20.90 -0.496
O 11.00 14.15 22.00 -0.694
N 11.24 14.07 19.39 -0.642
S 12.72 14.01 19.05 1.282
O 13.13 15.12 18.20 -0.552
O 13.64 13.64 20.18 -0.601
C 12.74 12.44 17.91 0.330
F 12.27 12.68 16.69 -0.190
F 13.95 11.98 17.79 -0.206
F 12.07 11.50 18.56 -0.247
C 21.40 19.98 19.96 0.453
F 21.60 21.28 19.84 -0.228
F 20.59 19.50 19.02 -0.105
F 22.60 19.34 19.88 -0.213
S 20.80 19.62 21.78 0.965
O 20.28 18.26 21.75 -0.621
O 21.98 19.73 22.67 -0.584
N 19.55 20.76 21.92 -0.359
S 19.35 20.87 23.45 0.800
O 19.21 19.61 24.19 -0.511
O 20.32 21.83 23.95 -0.612
C 17.65 21.70 23.86 0.542
F 17.14 22.21 22.74 -0.214
F 16.84 20.68 24.34 -0.222
F 17.79 22.64 24.78 -0.196
```



# 2
Entry from OMol25: a cluster of 14 separate species, C46H84O28 in total (wB97M-V/def2-TZVPD).

The geometry in XYZ format:
```
158
Properties=species:S:1:pos:R:3:mulliken_charge:R:1
C -2.26 -3.29 1.40 1.106
C -1.90 -3.76 2.81 -0.267
O -2.08 -5.13 3.15 -0.613
O -3.65 -3.41 1.27 -0.639
H -1.80 -3.85 0.55 0.215
H -1.98 -2.21 1.37 -0.488
H -2.43 -3.07 3.55 0.135
H -0.82 -3.68 2.99 -0.172
H -2.96 -5.41 2.78 0.413
H -3.98 -3.12 0.38 0.343
C 3.98 5.57 -1.13 -0.575
C 3.13 4.41 -1.55 -0.152
O 2.42 3.98 -0.41 0.258
O 3.16 6.75 -0.83 -0.581
H 4.64 5.89 -1.95 0.395
H 4.53 5.30 -0.22 0.144
H 3.82 3.55 -1.88 0.174
H 2.53 4.72 -2.41 0.181
H 1.51 4.30 -0.51 0.090
H 2.65 6.45 -0.10 0.307
C -1.41 4.04 4.07 -0.801
C -1.12 4.09 2.61 -0.537
O -0.25 2.99 2.26 -0.116
O -2.15 2.84 4.42 -0.453
H -1.92 4.98 4.37 0.327
H -0.49 3.98 4.65 0.304
H -0.64 5.00 2.33 0.532
H -2.05 4.02 2.05 0.154
H -0.63 2.15 2.54 -0.054
H -2.89 2.85 3.77 0.280
C 1.87 -4.31 -1.06 -1.210
C 1.27 -3.10 -0.42 1.377
O 2.25 -2.23 0.15 0.399
O 2.53 -3.95 -2.32 -0.547
H 1.22 -5.12 -1.38 0.353
H 2.65 -4.69 -0.44 0.457
H 0.57 -3.41 0.40 -0.451
H 0.57 -2.64 -1.12 -0.469
H 3.01 -2.31 -0.45 -0.121
H 3.32 -3.44 -2.15 0.188
C 6.90 -1.93 -1.37 -0.750
C 5.70 -1.70 -2.24 -0.288
O 4.50 -1.21 -1.53 0.069
O 7.24 -0.74 -0.77 -0.530
H 7.64 -2.22 -2.09 0.430
H 6.68 -2.82 -0.69 0.233
H 5.39 -2.64 -2.69 0.412
H 5.99 -0.85 -2.90 0.185
H 4.80 -0.80 -0.71 0.207
H 6.75 -0.66 0.09 0.444
O -0.40 4.31 -0.90 -0.568
C -1.06 3.91 -1.85 0.099
O -0.51 3.59 -3.02 -0.247
C -1.53 2.94 -3.79 0.487
C -2.82 3.51 -3.31 -0.603
C -2.58 3.67 -1.80 0.308
H -1.50 1.84 -3.70 -0.780
H -1.25 3.10 -4.81 0.609
H -3.60 2.81 -3.58 0.184
H -3.04 4.50 -3.78 0.295
H -2.78 2.75 -1.29 -0.524
H -3.11 4.53 -1.41 0.532
O 1.50 -0.97 6.29 -0.669
C 1.75 -1.26 5.13 -0.047
O 1.24 -2.32 4.53 -0.470
C 1.60 -2.32 3.09 0.543
C 2.88 -1.57 3.11 0.354
C 2.60 -0.51 4.19 0.833
H 0.84 -1.86 2.49 -0.475
H 1.64 -3.38 2.89 0.588
H 3.12 -1.09 2.15 -0.868
H 3.74 -2.24 3.34 0.382
H 2.19 0.38 3.72 -0.667
H 3.51 -0.18 4.67 0.422
O -0.86 -0.63 -4.58 -0.535
C 0.25 -0.17 -4.50 0.223
O 0.48 1.07 -5.02 -0.428
C 1.84 1.49 -4.74 -0.124
C 2.64 0.19 -4.53 -0.751
C 1.51 -0.78 -4.11 1.187
H 1.79 2.05 -3.78 -0.128
H 2.02 2.11 -5.61 0.457
H 3.39 0.28 -3.82 0.164
H 3.13 -0.12 -5.46 0.369
H 1.64 -1.02 -3.06 -1.025
H 1.68 -1.68 -4.71 0.638
O -4.37 -2.83 -1.50 -0.748
C -4.40 -1.91 -2.25 0.293
O -5.25 -0.83 -2.00 -0.368
C -5.17 0.08 -3.12 -0.755
C -3.95 -0.31 -3.97 0.936
C -3.65 -1.70 -3.52 1.050
H -5.23 1.09 -2.71 0.355
H -6.12 -0.11 -3.62 0.332
H -3.14 0.33 -3.67 -1.131
H -4.17 -0.14 -5.03 0.648
H -2.63 -1.93 -3.31 -1.176
H -4.06 -2.44 -4.24 0.606
O -3.30 2.22 2.04 -0.350
C -4.26 1.56 1.75 -0.283
O -5.55 1.96 1.98 -0.472
C -6.51 1.02 1.50 -0.674
C -5.69 -0.28 1.48 -0.679
C -4.30 0.13 1.13 1.766
H -6.68 1.28 0.48 0.264
H -7.43 1.03 2.08 0.408
H -6.17 -0.95 0.76 0.304
H -5.74 -0.70 2.48 0.314
H -4.32 0.33 0.11 -0.218
H -3.56 -0.57 1.52 -0.717
O 5.49 -0.24 1.18 -0.888
C 5.13 0.83 1.72 0.336
O 4.42 1.78 1.05 -0.111
C 4.03 2.91 1.92 0.368
C 4.49 2.49 3.31 -0.505
C 5.58 1.42 3.07 -0.662
H 2.98 3.10 1.73 -0.123
H 4.67 3.75 1.60 0.021
H 3.68 1.99 3.93 0.055
H 4.77 3.39 3.90 0.539
H 5.73 0.69 3.89 0.305
H 6.56 1.93 2.92 0.397
O -1.87 0.37 -1.59 0.162
C -0.81 0.48 -1.07 -0.730
O 0.28 1.06 -1.60 -0.524
C 1.46 1.05 -0.69 1.147
C 0.94 0.65 0.64 1.707
C -0.45 0.09 0.34 2.041
H 1.86 2.03 -0.81 -0.886
H 2.19 0.37 -1.11 -0.592
H 0.90 1.52 1.28 -0.232
H 1.60 -0.05 1.08 -0.610
H -1.18 0.52 0.96 -0.054
H -0.41 -0.99 0.44 -1.239
O -3.46 -6.27 -3.97 -0.626
C -2.56 -5.48 -4.08 0.338
O -2.27 -4.98 -5.30 -0.424
C -0.99 -4.21 -5.28 -0.628
C -0.67 -3.99 -3.83 0.980
C -1.66 -4.83 -3.05 0.085
H -1.19 -3.33 -5.86 0.276
H -0.22 -4.75 -5.84 0.288
H -0.71 -2.93 -3.54 -0.998
H 0.28 -4.38 -3.53 0.428
H -2.38 -4.28 -2.44 -0.184
H -1.21 -5.64 -2.43 0.383
O -0.84 0.06 3.25 -0.118
C -1.57 -0.01 4.20 0.124
O -2.89 -0.06 4.03 -0.029
C -3.56 0.14 5.38 -0.616
C -2.45 0.14 6.42 -0.838
C -1.19 -0.08 5.64 0.013
H -4.21 -0.77 5.47 0.450
H -4.13 1.03 5.29 0.308
H -2.63 -0.67 7.16 0.312
H -2.48 1.08 7.03 0.244
H -0.69 -0.99 5.94 0.379
H -0.44 0.69 5.79 0.158
```



Number 1: LUMO level -0.96 eV, frontier orbital gap 6.64 eV, E_HOMO -7.596 eV. Number 2: LUMO level 0.34 eV, frontier orbital gap 10.14 eV, E_HOMO -9.794 eV.